Record 1
6
Properties=species:S:1:pos:R:3:forces:R:3 method="wB97M-V/def2-TZVPD" multiplicity=1 total_charge=0 homo_lumo_gap_ev=11.5 smiles=O.O
O 1.149134 0.002927 1.355820 -0.23 -0.12 -0.23
H 0.708422 -0.208426 0.512548 0.30 0.17 0.31
H 0.596727 0.675531 1.766014 0.07 -0.03 -0.05
O -0.459076 -0.191157 -1.057522 -0.34 0.04 0.01
H -0.705345 -0.237346 -1.987947 0.13 -0.02 0.07
H -1.289863 -0.041529 -0.588913 0.08 -0.05 -0.11

---

Record 2
6
Properties=species:S:1:pos:R:3:forces:R:3 method="wB97M-V/def2-TZVPD" multiplicity=1 total_charge=0 homo_lumo_gap_ev=11.4 smiles=O.O
O 0.602954 -1.500035 0.087590 -0.11 0.08 -0.05
H -0.327601 -1.748921 0.062520 0.15 -0.07 0.01
H 0.589245 -0.535583 -0.065316 0.03 -0.39 0.08
O 0.089443 1.181358 -0.113435 -0.34 0.19 -1.18
H -0.674119 1.257411 -0.713505 0.50 0.00 0.20
H -0.279922 1.345770 0.742145 -0.23 0.19 0.94

---

Record 3
8
Properties=species:S:1:pos:R:3:forces:R:3 method="wB97M-V/def2-TZVPD" multiplicity=1 total_charge=0 homo_lumo_gap_ev=10.0 smiles=OPOP
O -2.082536 -0.705750 0.039293 1.45 -0.60 3.08
P -0.954784 0.552198 -0.119745 -0.79 -1.11 -0.20
O 0.399025 -0.274341 -0.512006 0.07 -1.18 0.17
P 1.968966 -0.221295 -0.023232 0.03 1.77 -3.01
H -1.935256 -1.155513 0.981312 -0.65 1.51 -2.97
H -1.253271 0.664534 -1.489279 -0.51 0.49 -0.08
H 1.955528 1.253473 -0.167115 0.87 -1.00 0.26
H 1.902330 -0.113308 1.290773 -0.47 0.12 2.74

---

Record 4
9
Properties=species:S:1:pos:R:3:forces:R:3 method="wB97M-V/def2-TZVPD" multiplicity=1 total_charge=-1 homo_lumo_gap_ev=7.9
O 4.023002 0.021450 -0.371901 -0.30 0.25 -0.76
O -1.474931 0.572941 0.774230 -0.54 -0.69 1.54
P -0.404386 0.898894 -0.183958 -3.47 0.71 -1.02
P 1.590686 -0.277472 1.292977 -1.78 1.53 -0.37
P 2.556317 0.409199 -0.431890 1.97 -0.87 1.00
H -1.081638 1.966952 -0.875141 0.82 0.08 -0.60
H 0.727589 1.578480 0.163353 0.79 0.21 0.02
H -0.381045 -0.035519 -1.228234 0.91 0.09 -0.12
H 2.395942 -1.152087 1.912925 1.60 -1.31 0.32

---

Record 5
7
Properties=species:S:1:pos:R:3:forces:R:3 method="wB97M-V/def2-TZVPD" multiplicity=1 total_charge=+3 homo_lumo_gap_ev=7.9
Tl 24.630430 -23.402130 -7.266910 -0.99 -1.20 0.36
O 25.328690 -21.609910 -6.633670 1.08 -0.03 1.97
H 25.161760 -20.687400 -6.826930 -1.18 1.61 -0.14
H 26.045370 -21.596340 -5.999310 1.14 0.09 1.44
O 25.068540 -22.216930 -8.844420 -0.19 -1.18 -2.23
H 25.049280 -22.482990 -9.763700 -0.17 -0.76 -1.72
H 25.262250 -21.279890 -8.869800 0.31 1.47 0.32

---

Record 6
8
Properties=species:S:1:pos:R:3:forces:R:3 method="wB97M-V/def2-TZVPD" multiplicity=1 total_charge=0 homo_lumo_gap_ev=8.1 smiles=SO[SiH2]S
S 2.480339 0.525455 0.458637 1.25 0.44 0.65
O 0.888509 0.419214 0.380628 -4.31 -2.25 -1.50
Si -0.524750 -0.803353 -0.380587 2.99 3.58 0.91
S -2.064326 0.369997 0.381358 -1.02 0.22 -0.45
H 2.421231 1.430941 1.488797 0.46 -0.49 -0.49
H -0.618283 -1.958501 0.412608 0.51 -1.60 0.19
H -0.215389 -0.734122 -1.821523 -0.16 -0.46 0.16
H -1.019252 0.887925 1.010907 0.29 0.56 0.52

---

Record 7
7
Properties=species:S:1:pos:R:3:forces:R:3 method="wB97M-V/def2-TZVPD" multiplicity=1 total_charge=0 homo_lumo_gap_ev=9.6 smiles=O[SiH2]S
O -1.281269 -0.957016 0.058831 -1.64 -2.95 1.58
Si -0.380694 0.355717 0.008926 3.05 -0.59 0.57
S 1.823763 -0.290634 -0.016996 -1.14 0.46 -0.07
H -1.434970 -1.640020 0.791700 0.59 1.96 -1.70
H -0.544105 0.800642 -1.385084 -0.32 0.75 0.41
H -0.388033 1.011865 1.360654 -0.50 0.46 -0.82
H 2.205309 0.719447 -0.818031 -0.05 -0.09 0.03

---

Record 8
6
Properties=species:S:1:pos:R:3:forces:R:3 method="wB97M-V/def2-TZVPD" multiplicity=1 total_charge=0 homo_lumo_gap_ev=10.0 smiles=S.S
S -1.530207 -0.059382 -0.125304 -1.34 -0.04 -0.01
H -0.969954 -1.105826 0.494918 -0.22 0.10 0.12
H -1.048635 0.816076 0.761500 0.08 -0.06 0.04
S 1.638627 -0.110541 -0.035138 1.01 -0.05 0.02
H 1.330808 1.125828 -0.454830 -0.06 -0.16 -0.03
H 0.579361 -0.666156 -0.641148 0.54 0.22 -0.13

---

In order of appearance, ΔE to the lowest compared entry with this formula, charge and spin = 1.9; 2.1; 20.3; 58.1; 36.0; 36.5; 8.4; 9.5 kcal per mole.